Run a
The ion C4H11N2 with charge +1. Source: the OMol25 dataset; level of theory: wB97M-V/def2-TZVPD.

Its LUMO energy (alpha / beta) is -6.0560 / -5.8930 eV. Its net charge is +1. The calculation puts the HOMO energy (alpha / beta) at -0.5171 / -0.5189 Eh. The value obtained for the orbital gap (alpha / beta) is 0.2945 / 0.3023 hartree. As for the structure (SMILES): C[N+](C)=CCN. The molecular weight is 87.15 u.

Element x y z (Å)
N  0.857  0.116  -0.179
N  -1.722  -0.130  1.239
C  1.976  0.650  -0.883
C  1.033  -0.868  0.812
C  -1.847  0.127  -0.171
C  -0.621  0.572  -0.817
H  -1.577  0.710  1.787
H  -2.643  0.849  -0.435
H  0.169  -0.909  1.477
H  2.642  1.183  -0.197
H  -2.147  -0.818  -0.659
H  1.947  -0.632  1.367
H  -2.503  -0.651  1.615
H  -0.514  1.212  -1.669
H  1.667  1.341  -1.664
H  1.168  -1.853  0.355
H  2.555  -0.158  -1.343



Run b
The ion C4H11N2 with charge +1. Source: the OMol25 dataset; level of theory: wB97M-V/def2-TZVPD.

Its LUMO energy is -6.3267 eV. Its net charge is +1. The calculation puts the HOMO energy at -0.5287 Eh. The value obtained for the orbital gap is 0.2962 hartree. The molecular weight is 87.15 u.

Element x y z (Å)
N  -1.927  0.262  -0.004
N  0.265  -0.926  -0.419
C  1.034  0.136  0.328
C  1.082  1.489  -0.485
C  0.296  -1.506  0.817
C  -1.116  -0.584  -0.892
H  -1.000  -0.148  -1.881
H  2.074  -0.195  0.368
H  -1.356  0.934  0.486
H  1.686  2.174  0.110
H  1.060  -2.278  0.893
H  -0.400  -1.402  1.650
H  -2.413  -0.237  0.733
H  -1.639  -1.534  -0.980
H  0.749  0.516  1.327
H  1.506  1.346  -1.475
H  0.099  1.952  -0.576



The energy of each structure relative to the most stable one, in kcal/mol, is as follows: run a 0.0; run b 18.5.



Run a
An isolated molecule of CH2N4O2. Source: the OMol25 dataset; level of theory: wB97M-V/def2-TZVPD.

Its LUMO energy is -1.6112 eV. The calculation puts the HOMO energy at -0.3652 Eh. The value obtained for the orbital gap is 0.3060 hartree. The molecular weight is 102.05 u.

Element x y z (Å)
O  0.529  0.883  -2.019
O  1.727  -1.030  -0.172
N  0.687  -0.497  0.205
N  -1.072  0.695  0.059
N  -0.038  -0.784  1.277
N  0.066  0.445  -0.442
C  -1.084  0.051  1.171
H  1.251  0.213  -1.896
H  -2.068  0.023  1.816



Run b
An isolated molecule of CH2N4O2. Source: the OMol25 dataset; level of theory: wB97M-V/def2-TZVPD.

Its LUMO energy (alpha / beta) is -1.8318 / -0.9824 eV. The calculation puts the HOMO energy (alpha / beta) at -0.3335 / -0.3334 Eh. The value obtained for the orbital gap (alpha / beta) is 0.2662 / 0.2973 hartree. The molecular weight is 102.05 u.

Element x y z (Å)
O  -1.269  -1.376  0.178
O  1.023  -1.888  1.613
N  0.822  -0.957  0.878
N  -0.128  0.474  -0.531
N  -0.229  -0.566  0.284
N  1.934  0.798  0.294
C  1.006  1.134  -0.455
H  1.021  2.037  -1.061
H  -1.623  -0.846  -0.657



The energy of each structure relative to the most stable one, in kcal/mol, is as follows: run a 0.0; run b 38.8.



Run a
A cluster of 2 separate species, C9H14 in total. Source: the OMol25 dataset; level of theory: wB97M-V/def2-TZVPD.

Its LUMO energy is 1.0030 eV. The calculation puts the HOMO energy at -0.3315 Eh. The value obtained for the orbital gap is 0.3684 hartree. As for the structure (SMILES): Cc1ccccc1.CC. The molecular weight is 122.21 u.

Element x y z (Å)
C  2.870  -1.482  0.782
C  -1.822  -0.131  -1.861
C  -1.368  1.103  -2.260
C  2.122  -0.368  -0.025
C  -1.839  -0.436  -0.508
C  -1.192  1.701  0.231
C  -1.154  2.072  -1.209
C  -1.190  -0.228  1.871
C  -1.440  0.376  0.519
H  -1.363  1.210  -3.328
H  -1.941  -0.993  2.091
H  2.310  -2.546  0.794
H  1.303  -0.725  -0.653
H  -0.968  2.535  1.066
H  3.081  0.107  -0.642
H  2.990  -1.347  1.968
H  -1.317  0.607  2.566
H  -1.953  -1.419  -0.216
H  -1.851  -1.035  -2.508
H  -0.107  -0.558  1.941
H  1.718  0.495  0.467
H  3.794  -1.912  0.466
H  -0.682  2.973  -1.554



Run b
A cluster of 2 separate species, C9H14 in total. Source: the OMol25 dataset; level of theory: wB97M-V/def2-TZVPD.

Its LUMO energy is 1.0138 eV. The calculation puts the HOMO energy at -0.3279 Eh. The value obtained for the orbital gap is 0.3651 hartree. As for the structure (SMILES): Cc1ccccc1.CC. The molecular weight is 122.21 u.

Element x y z (Å)
C  -0.802  2.081  0.082
C  -0.844  -0.693  0.867
C  -0.916  0.975  -0.914
C  -0.537  1.727  1.349
C  2.233  -0.080  -2.169
C  -1.103  -2.150  1.162
C  2.467  -1.010  -1.010
C  -0.828  0.339  1.745
C  -0.838  -0.326  -0.497
H  2.642  -2.088  -1.283
H  -2.088  -2.284  1.817
H  -0.243  2.230  2.254
H  1.465  -0.396  -2.887
H  -1.023  3.130  -0.112
H  -1.314  -2.673  0.173
H  -0.705  0.113  2.773
H  1.681  -0.937  -0.256
H  2.169  0.967  -1.776
H  3.404  -0.689  -0.513
H  -0.572  -1.027  -1.285
H  -1.311  1.242  -1.872
H  -0.369  -2.603  1.985
H  3.282  -0.156  -2.708



The energy of each structure relative to the most stable one, in kcal/mol, is as follows: run a 6.1; run b 0.0.



Run a
A cluster of 2 separate species, C9H14 in total. Source: the OMol25 dataset; level of theory: wB97M-V/def2-TZVPD.

Its LUMO energy is 0.9392 eV. The calculation puts the HOMO energy at -0.3190 Eh. The value obtained for the orbital gap is 0.3535 hartree. As for the structure (SMILES): Cc1ccccc1.CC. The molecular weight is 122.21 u.

Element x y z (Å)
C  -1.742  0.732  -2.814
C  1.665  0.226  -0.537
C  1.745  1.219  -1.548
C  -0.384  0.375  -2.192
C  0.734  -0.729  -0.293
C  0.682  1.218  -2.354
C  -0.064  -0.915  3.919
C  -0.284  -0.698  -1.246
C  -0.369  -0.520  2.401
H  2.480  0.004  0.283
H  0.835  -0.311  4.330
H  0.139  -2.013  3.839
H  0.702  -0.249  2.058
H  0.811  -1.540  0.535
H  -0.779  -1.338  1.768
H  0.582  2.050  -3.118
H  -0.849  -0.716  4.669
H  -1.516  1.217  -3.819
H  -2.466  -0.077  -2.998
H  -1.129  0.192  2.376
H  2.470  1.978  -1.736
H  -0.920  -1.513  -1.294
H  -2.343  1.408  -2.228



Run b
A cluster of 2 separate species, C9H14 in total. Source: the OMol25 dataset; level of theory: wB97M-V/def2-TZVPD.

Its LUMO energy is 0.9328 eV. The calculation puts the HOMO energy at -0.3245 Eh. The value obtained for the orbital gap is 0.3588 hartree. As for the structure (SMILES): Cc1ccccc1.CC. The molecular weight is 122.21 u.

Element x y z (Å)
C  -1.439  -0.447  1.767
C  -2.797  -1.328  -0.136
C  -1.800  -2.001  -2.256
C  3.577  1.687  0.081
C  2.489  2.682  0.551
C  -0.431  -0.970  -0.340
C  -1.584  -1.442  -0.815
C  -2.606  -0.899  1.242
C  -0.401  -0.287  0.840
H  1.632  2.103  0.291
H  -2.720  -2.468  -2.497
H  0.341  0.468  1.048
H  -1.304  -0.360  2.895
H  2.513  2.915  1.637
H  4.135  2.105  -0.739
H  3.263  0.566  -0.016
H  0.571  -1.086  -0.854
H  -0.849  -2.585  -2.568
H  4.209  1.479  0.976
H  2.540  3.612  -0.021
H  -3.501  -0.997  1.996
H  -2.060  -1.037  -2.754
H  -3.778  -1.709  -0.328



Run c
A cluster of 2 separate species, C9H14 in total. Source: the OMol25 dataset; level of theory: wB97M-V/def2-TZVPD.

Its LUMO energy is 1.0002 eV. The calculation puts the HOMO energy at -0.3283 Eh. The value obtained for the orbital gap is 0.3651 hartree. As for the structure (SMILES): Cc1ccccc1.CC. The molecular weight is 122.21 u.

Element x y z (Å)
C  1.566  0.655  -1.820
C  -0.137  -2.698  -1.227
C  0.215  1.350  2.805
C  0.485  1.554  -1.680
C  -0.990  0.515  2.470
C  -0.725  1.060  -1.246
C  0.010  -1.215  -1.439
C  1.263  -0.690  -1.711
C  -1.031  -0.314  -1.185
H  0.371  2.174  2.124
H  2.554  0.947  -2.089
H  1.145  0.846  3.037
H  0.256  -3.244  -2.096
H  2.075  -1.418  -1.819
H  -0.753  -0.111  1.604
H  0.078  2.033  3.675
H  -1.164  -3.050  -1.120
H  -1.345  0.128  3.423
H  -1.905  -0.704  -0.682
H  0.567  -3.061  -0.469
H  0.704  2.599  -1.891
H  -1.924  0.851  2.017
H  -1.317  1.793  -0.682



Run d
A cluster of 2 separate species, C9H14 in total. Source: the OMol25 dataset; level of theory: wB97M-V/def2-TZVPD.

Its LUMO energy is 1.0277 eV. The calculation puts the HOMO energy at -0.3318 Eh. The value obtained for the orbital gap is 0.3696 hartree. As for the structure (SMILES): Cc1ccccc1.CC. The molecular weight is 122.21 u.

Element x y z (Å)
C  1.457  -2.292  0.379
C  -0.233  3.214  0.726
C  -1.254  0.701  0.003
C  -1.369  2.679  1.348
C  0.393  2.473  -0.249
C  2.072  -2.627  -0.976
C  -1.925  1.487  0.924
C  -0.072  1.194  -0.587
C  -1.648  -0.657  -0.488
H  0.583  0.635  -1.238
H  0.833  -3.127  0.704
H  -2.331  -1.229  0.141
H  0.096  4.111  1.230
H  2.120  -3.703  -1.128
H  2.197  -2.193  1.179
H  0.907  -1.363  0.333
H  1.305  2.805  -0.736
H  -2.859  1.143  1.357
H  3.025  -2.179  -1.252
H  -1.765  3.290  2.151
H  -0.794  -1.323  -0.585
H  1.395  -2.322  -1.766
H  -2.131  -0.717  -1.468



The energy of each structure relative to the most stable one, in kcal/mol, is as follows: run a 42.6; run b 45.6; run c 17.9; run d 0.0.